A 9-piece molecular cluster, C26H69NO9 overall. Source: the Open Molecules 2025 dataset; level of theory: ωB97M-V with the def2-TZVPD basis set.

molar mass	539.836	u
ΔE to the lowest compared entry with this formula, charge and spin	0.00	kcal/mol
maximum force	3.4	eV/A
E_HOMO	-8.719	eV
structure (SMILES)	CC1(C)CCCC(C)(C)N1O.CC(C)O.CCO.CCO.CCO.CCO.CCO.CCO.CCO
charge	0

Atoms and positions in Å:
C1 0.9209 0.3342 -6.6925
C2 0.5928 1.3704 -5.5820
C3 -0.3062 2.5334 -6.2327
C4 -0.3340 0.7223 -4.5071
C5 -0.5020 1.4900 -3.1905
C6 0.9471 1.7064 -2.6615
C7 1.8326 2.4568 -3.6569
C8 1.3460 3.9075 -3.8547
C9 3.2293 2.4330 -3.0016
N1 1.8590 1.6513 -4.9299
O1 2.7329 2.2965 -5.8598
H1 -0.0214 -0.1770 -6.8863
H2 1.1228 0.8129 -7.6650
H3 1.6558 -0.4186 -6.4566
H4 -1.0062 2.8518 -5.4845
H5 0.1618 3.4468 -6.6625
H6 -0.8589 2.1621 -7.1066
H7 -1.2668 0.5030 -5.0583
H8 0.0820 -0.2579 -4.2677
H9 -0.9695 2.4488 -3.3502
H10 -1.1623 0.9203 -2.5070
H11 1.4083 0.8100 -2.2548
H12 0.8297 2.4384 -1.8127
H13 0.2548 3.8280 -4.0409
H14 1.7472 4.5688 -4.6053
H15 1.4571 4.4015 -2.9037
H16 3.1616 2.7818 -1.9388
H17 3.9946 3.1451 -3.3712
H18 3.6250 1.4187 -3.0470
H19 2.3053 3.1393 -6.1805
C10 -1.4016 2.8838 0.3011
C11 -0.3036 3.4178 1.3511
C12 0.2171 4.8184 1.1180
O2 -1.1214 3.3243 2.5835
H20 -2.3543 3.3124 0.5361
H21 -1.3821 1.8284 0.4814
H22 -1.1513 3.1152 -0.7362
H23 0.4360 2.6438 1.3436
H24 0.9770 5.1468 1.8387
H25 -0.6095 5.5659 1.0333
H26 0.8030 4.8908 0.1924
H27 -0.7431 2.7974 3.3191
C13 -0.7140 -3.3108 5.3436
C14 -0.1588 -4.3411 4.4041
O3 -0.0857 -3.9301 3.0752
H28 -1.7223 -3.0365 4.9771
H29 -0.0751 -2.4357 5.4306
H30 -0.9019 -3.7093 6.3248
H31 -0.8722 -5.1808 4.4399
H32 0.7979 -4.7188 4.7401
H33 -0.9727 -4.0219 2.6885
C15 -1.8557 0.7331 6.7842
C16 -0.8220 0.9823 5.7423
O4 -1.3199 2.0773 4.8741
H34 -2.8090 0.3496 6.3678
H35 -2.1182 1.6401 7.3924
H36 -1.5466 -0.0217 7.5434
H37 -0.6567 0.1115 5.1203
H38 0.0982 1.3102 6.1996
H39 -2.2917 2.1349 4.9862
C17 -2.0708 -4.8559 0.0337
C18 -3.0828 -4.0323 0.7460
O5 -2.5376 -3.5591 1.9996
H40 -1.8720 -5.7904 0.5448
H41 -1.1454 -4.2868 0.0005
H42 -2.4084 -5.0488 -0.9718
H43 -4.0208 -4.6008 0.9280
H44 -3.3711 -3.1150 0.1660
H45 -3.1135 -2.9147 2.4189
C19 1.2522 -2.7753 -3.0100
C20 1.8962 -4.0390 -2.5796
O6 3.2662 -3.9776 -2.2415
H46 0.3019 -3.0544 -3.4936
H47 1.8670 -2.1949 -3.7186
H48 1.0186 -2.1182 -2.1550
H49 1.8807 -4.8047 -3.3616
H50 1.3188 -4.4706 -1.7672
H51 3.4054 -3.1114 -1.8162
C21 -3.6990 -0.2095 2.8149
C22 -4.1561 1.2417 2.8609
O7 -4.4450 1.6925 4.1896
H52 -3.4780 -0.6144 1.8070
H53 -4.3950 -0.8686 3.2889
H54 -2.7655 -0.2529 3.4201
H55 -5.0521 1.3743 2.1606
H56 -3.3422 1.8636 2.4701
H57 -4.5357 0.9373 4.8096
C23 0.3448 -0.2987 2.5371
C24 -0.0293 -1.2339 1.3742
O8 0.8267 -2.3030 1.0724
H58 -0.2733 0.6027 2.6128
H59 1.3316 0.1094 2.3823
H60 0.2458 -0.7778 3.5075
H61 -0.1352 -0.6981 0.3976
H62 -1.0367 -1.6581 1.5209
H63 0.7764 -2.9773 1.7921
C25 5.0931 -0.4859 -0.2990
C26 3.6541 -0.3193 0.0956
O9 2.9448 -1.3499 -0.5476
H64 5.5058 -1.4165 0.1033
H65 5.6624 0.2990 0.1741
H66 5.1000 -0.4711 -1.3555
H67 3.2600 0.6331 -0.1704
H68 3.4791 -0.4034 1.1809
H69 2.3549 -1.7684 0.0502